# 1
{"formula": "C18H48BrF6PdSb2Si4Te", "method": "ωB97M-V/def2-TZVPD", "homo_lumo_gap_ev": [6.251, 6.658], "total_energy_ev": -161144.8356, "total_charge": 2, "homo_energy_ev": [-13.646, -14.573], "lumo_ev": [-7.394, -7.915], "mol_weight_da": 1048.4, "spin_multiplicity": 2, "e_above_lowest_kj_mol": 0.0, "symbols": ["Pd", "Br", "F", "Sb", "F", "F", "F", "F", "F", "C", "C", "C", "Sb", "C", "C", "C", "C", "C", "C", "H", "H", "H", "H", "H", "H", "H", "H", "H", "H", "H", "H", "H", "H", "H", "H", "H", "H", "H", "H", "H", "C", "Si", "C", "C", "Si", "Te", "Si", "C", "C", "C", "Si", "C", "C", "C", "H", "H", "H", "H", "H", "H", "H", "H", "H", "H", "H", "H", "H", "H", "H", "H", "H", "H", "H", "H", "H", "H", "H", "H", "H", "H", "H"], "xyz": [[0.795656, 0.503388, 0.268892], [3.021637, -0.165703, -0.544189], [0.680419, 2.512682, 1.505456], [-1.677693, 1.026885, 0.717669], [-0.879815, 2.758604, -0.374240], [-2.607927, 2.402282, 1.573064], [-0.792831, -2.903281, 0.485496], [-2.547605, -0.210643, 1.894976], [-2.870503, 0.710216, -0.690253], [-2.301644, 5.267421, -0.490973], [-1.301694, 5.533812, 0.622259], [-1.922669, 5.549420, 2.016188], [0.442777, 4.282486, 0.578742], [1.597901, 4.294149, -1.218326], [1.111098, 3.366474, -2.320510], [1.643642, 5.759762, -1.665596], [1.716950, 5.043637, 2.138970], [1.745007, 6.572432, 2.130552], [3.116734, 4.442275, 2.026846], [-3.034732, 6.077083, -0.496205], [-2.832398, 4.333863, -0.326243], [-1.836170, 5.232748, -1.476179], [-0.796670, 6.492269, 0.442355], [-2.430276, 4.611613, 2.232789], [-2.665247, 6.348440, 2.057099], [-1.191093, 5.739800, 2.802641], [2.592665, 3.985402, -0.889092], [0.101982, 3.614307, -2.646298], [1.115910, 2.324659, -2.004926], [1.780764, 3.463363, -3.177989], [0.663167, 6.115111, -1.989363], [2.320068, 5.847905, -2.517100], [2.011953, 6.429256, -0.887506], [1.241957, 4.689978, 3.057040], [2.218760, 6.966620, 1.230721], [2.333010, 6.928390, 2.978544], [0.751099, 7.012749, 2.220512], [3.095957, 3.351381, 2.027476], [3.725029, 4.758720, 2.876354], [3.630442, 4.785455, 1.126008], [2.706423, -3.831218, 1.302145], [2.179771, -4.422405, -0.378487], [3.350919, -3.948194, -1.746241], [1.778973, -6.238488, -0.447276], [0.175377, -3.275670, -0.986593], [0.724902, -0.914072, -1.796872], [-1.506811, -3.846710, -2.620812], [-2.838123, -2.557320, -2.456486], [-0.600844, -3.755585, -4.246028], [-2.090146, -5.559518, -2.201663], [-1.589158, -3.586715, 1.995937], [-0.791329, -2.576195, 3.295440], [-1.041194, -5.343642, 1.917780], [-3.366773, -3.325998, 1.650603], [3.671610, -4.282028, 1.550023], [2.002097, -4.123448, 2.082765], [2.829985, -2.747521, 1.332615], [4.278851, -4.513954, -1.620465], [3.606127, -2.888748, -1.723135], [2.958599, -4.194762, -2.735168], [2.674680, -6.804641, -0.175172], [1.488642, -6.554762, -1.450913], [0.987442, -6.527944, 0.246151], [-2.478994, -1.540717, -2.632063], [-3.311810, -2.574669, -1.473045], [-3.618181, -2.756903, -3.196926], [-0.288518, -2.744104, -4.512636], [-1.266405, -4.110073, -5.038601], [0.283888, -4.396708, -4.257700], [-2.568129, -5.604395, -1.220879], [-1.265571, -6.275553, -2.206630], [-2.823761, -5.890886, -2.941363], [0.297818, -2.634082, 3.254284], [-1.098311, -2.960305, 4.273827], [-1.118156, -1.539367, 3.240840], [0.025876, -5.472870, 2.103630], [-1.322539, -5.837816, 0.985262], [-1.561615, -5.884266, 2.717424], [-3.568191, -2.280137, 1.416757], [-3.935689, -3.565955, 2.554440], [-3.737352, -3.967033, 0.849570]], "atomic_forces_ev_per_a": [[0.00, -0.07, 0.21], [0.00, 0.03, 0.03], [0.09, 0.17, 0.05], [0.17, 0.00, -0.15], [-0.19, 0.13, 0.00], [0.04, 0.10, 0.08], [0.01, 0.01, 0.07], [-0.07, -0.20, -0.03], [-0.06, 0.00, -0.09], [0.02, -0.01, 0.02], [0.00, 0.02, 0.03], [0.00, -0.02, -0.01], [0.08, -0.05, 0.02], [-0.01, 0.01, -0.01], [-0.01, 0.04, 0.00], [0.00, -0.02, -0.02], [0.08, 0.07, -0.04], [-0.07, -0.03, 0.02], [-0.04, -0.07, -0.02], [0.02, 0.01, 0.01], [-0.01, -0.02, -0.01], [0.00, -0.01, -0.01], [0.01, -0.01, 0.00], [0.00, 0.01, -0.01], [0.01, 0.00, 0.00], [0.00, 0.02, 0.01], [-0.01, 0.00, 0.05], [-0.01, 0.00, 0.00], [-0.01, -0.04, 0.01], [0.01, 0.02, 0.01], [0.00, -0.02, 0.00], [0.00, 0.02, 0.00], [0.02, 0.02, -0.01], [-0.03, -0.02, -0.03], [0.00, 0.01, 0.00], [0.00, -0.02, 0.00], [0.02, 0.02, 0.00], [0.02, 0.03, -0.02], [-0.04, 0.02, 0.01], [-0.01, 0.00, -0.01], [0.02, 0.04, 0.08], [-0.02, -0.08, -0.12], [0.05, 0.02, 0.01], [-0.04, -0.06, 0.09], [-0.14, 0.10, -0.11], [-0.07, -0.26, -0.16], [0.14, 0.17, 0.08], [-0.06, 0.03, 0.03], [0.07, -0.09, -0.03], [0.06, -0.10, 0.07], [0.02, -0.17, -0.02], [-0.01, 0.03, 0.13], [-0.04, -0.08, 0.11], [-0.04, 0.11, -0.03], [-0.02, 0.00, 0.00], [0.01, 0.00, 0.00], [0.01, 0.00, 0.00], [-0.02, 0.01, 0.00], [0.01, 0.00, -0.03], [-0.01, 0.01, 0.01], [-0.01, 0.00, -0.01], [0.01, 0.03, -0.01], [0.05, -0.01, -0.04], [0.01, -0.01, -0.01], [0.00, 0.00, 0.00], [0.00, 0.00, 0.01], [-0.03, 0.02, 0.03], [0.02, 0.02, 0.01], [-0.03, 0.00, -0.02], [-0.04, 0.02, -0.02], [-0.03, -0.01, -0.03], [0.01, 0.01, 0.02], [-0.01, 0.02, -0.03], [0.01, -0.02, -0.03], [0.03, 0.04, -0.02], [-0.02, 0.01, -0.06], [0.05, 0.03, -0.02], [0.01, 0.04, -0.03], [-0.03, -0.01, -0.01], [0.02, -0.02, -0.01], [0.01, 0.00, -0.01]]}

***

# 2
{"formula": "C32H21N4O5SZn", "method": "ωB97M-V/def2-TZVPD", "homo_lumo_gap_ev": 6.756, "total_energy_ev": -108982.3887, "total_charge": -1, "homo_energy_ev": -4.033, "lumo_ev": 2.723, "mol_weight_da": 639.0, "spin_multiplicity": 1, "symbols": ["Zn", "C", "C", "N", "C", "C", "C", "C", "C", "C", "C", "N", "C", "C", "C", "C", "C", "C", "C", "C", "N", "C", "H", "H", "H", "H", "H", "H", "H", "H", "H", "H", "H", "H", "O", "C", "O", "C", "C", "C", "C", "C", "C", "H", "H", "H", "H", "H", "O", "S", "O", "N", "C", "O", "C", "C", "C", "C", "C", "C", "H", "H", "H", "H"], "xyz": [[-0.074300, 0.074134, 0.132092], [-4.530400, 0.234698, 0.201376], [-3.206859, -0.237238, 0.131692], [-2.192708, 0.568265, -0.041887], [-2.380969, 1.906734, -0.144389], [-3.664293, 2.473980, -0.032500], [-4.747533, 1.580717, 0.127933], [-3.817729, 3.882662, -0.064820], [-2.697669, 4.654791, -0.181500], [-1.408988, 4.102862, -0.319768], [-1.199743, 2.728580, -0.343610], [-0.032432, 2.048653, -0.457812], [1.137164, 2.544917, -0.931248], [1.350881, 3.733026, -1.620904], [2.634301, 4.125004, -2.046125], [3.743659, 3.364678, -1.812395], [3.579666, 2.111030, -1.172154], [4.655509, 1.224382, -0.939951], [4.431334, 0.000243, -0.381767], [3.109253, -0.359741, -0.059489], [2.101326, 0.453770, -0.235663], [2.299420, 1.689091, -0.763586], [-5.345339, -0.464324, 0.331509], [-2.968477, -1.289664, 0.243790], [-5.751065, 1.985071, 0.204443], [-4.804397, 4.319972, 0.023366], [-2.794382, 5.734864, -0.171672], [-0.563990, 4.771253, -0.373053], [0.510038, 4.361650, -1.867915], [2.735940, 5.067330, -2.573080], [4.730270, 3.684690, -2.123820], [5.655835, 1.529802, -1.227432], [5.236640, -0.699655, -0.204382], [2.874607, -1.347862, 0.322021], [-0.741094, -1.277907, 1.789858], [-0.149215, -0.533870, 2.612162], [0.429739, 0.524240, 2.264595], [-0.126319, -0.941254, 4.061678], [0.336856, -0.062286, 5.033021], [0.353323, -0.443517, 6.367273], [-0.083482, -1.710964, 6.732657], [-0.539391, -2.593774, 5.761766], [-0.565379, -2.207571, 4.429146], [0.682805, 0.913377, 4.717614], [0.709339, 0.245310, 7.123809], [-0.066554, -2.011239, 7.773626], [-0.874743, -3.584013, 6.045218], [-0.920198, -2.871406, 3.651424], [-0.860200, -3.809446, -0.192921], [0.266412, -3.178394, -0.826014], [1.564444, -3.393337, -0.233403], [0.022042, -1.604205, -1.127820], [-0.127804, -1.329946, -2.460613], [-0.327921, -0.227684, -2.935542], [0.032485, -2.569984, -3.301473], [-0.037506, -2.674612, -4.678400], [0.153021, -3.927520, -5.247298], [0.408048, -5.042736, -4.449128], [0.476593, -4.931487, -3.065926], [0.285926, -3.675432, -2.523853], [-0.235490, -1.792351, -5.273079], [0.104364, -4.044239, -6.322763], [0.554315, -6.010151, -4.913383], [0.671012, -5.791963, -2.439529]], "atomic_forces_ev_per_a": [[0.10, -0.08, 0.21], [0.03, -0.01, -0.01], [-0.02, -0.08, 0.03], [0.14, 0.15, -0.01], [0.05, -0.09, 0.01], [-0.06, 0.00, 0.00], [-0.02, 0.04, 0.01], [0.01, -0.04, 0.00], [0.05, 0.01, 0.00], [-0.03, 0.06, -0.01], [0.01, -0.06, -0.01], [-0.01, 0.01, -0.10], [-0.03, -0.06, 0.03], [0.04, 0.06, 0.00], [-0.05, 0.00, 0.00], [-0.01, -0.03, 0.03], [0.08, 0.00, -0.01], [0.01, 0.04, -0.02], [-0.03, -0.02, 0.01], [0.01, -0.09, -0.01], [-0.18, 0.17, -0.07], [-0.05, -0.09, 0.03], [0.00, 0.00, 0.00], [0.01, 0.00, -0.01], [0.00, 0.00, 0.00], [0.00, -0.01, 0.00], [0.02, 0.00, 0.00], [-0.08, 0.02, 0.05], [0.09, -0.01, -0.05], [-0.02, 0.00, 0.00], [0.00, -0.01, 0.00], [-0.01, 0.00, 0.00], [0.00, 0.00, 0.00], [-0.01, 0.01, 0.01], [0.12, -0.05, -0.03], [-0.02, -0.03, -0.03], [0.00, 0.02, 0.04], [-0.04, 0.00, 0.00], [0.02, 0.00, 0.00], [-0.01, -0.02, -0.01], [0.01, 0.01, -0.02], [0.01, 0.02, 0.00], [-0.03, -0.01, 0.02], [0.00, 0.00, 0.00], [0.00, 0.00, 0.00], [0.00, 0.00, 0.00], [0.00, 0.00, 0.00], [0.01, 0.00, 0.00], [-0.01, -0.02, 0.04], [-0.01, 0.11, 0.15], [-0.02, -0.02, 0.02], [-0.23, 0.16, -0.36], [0.21, -0.12, 0.18], [-0.06, 0.05, 0.00], [-0.01, 0.05, 0.03], [0.00, -0.03, -0.02], [0.00, 0.00, 0.02], [0.00, 0.00, -0.01], [0.00, 0.02, -0.04], [0.04, -0.09, -0.07], [0.00, -0.01, -0.01], [0.00, 0.00, 0.00], [0.00, 0.01, -0.01], [0.00, 0.01, 0.01]]}

***

# 3
{"formula": "C4H6N2", "method": "ωB97M-V/def2-TZVPD", "homo_lumo_gap_ev": 9.100, "total_energy_ev": -7223.3446, "total_charge": 0, "homo_energy_ev": -8.004, "smiles": "Nc1cc[nH]c1", "lumo_ev": 1.096, "mol_weight_da": 82.1, "spin_multiplicity": 1, "e_above_lowest_kj_mol": 216.7, "symbols": ["N", "C", "C", "C", "N", "C", "H", "H", "H", "H", "H", "H"], "xyz": [[1.326061, 1.489540, -0.445840], [0.377867, 0.522036, -0.177078], [-0.686578, 0.544083, 0.749918], [-1.388003, -0.625303, 0.527904], [-0.753169, -1.365551, -0.401137], [0.420193, -0.722222, -0.865760], [1.925745, 1.232951, -1.221742], [1.838663, 1.874208, 0.333163], [-0.906199, 1.308167, 1.477827], [-2.314594, -0.956530, 0.982437], [-1.088775, -2.245356, -0.760771], [1.251813, -0.902946, -0.119553]], "atomic_forces_ev_per_a": [[0.13, -0.04, 0.15], [-0.37, 0.49, -0.05], [-0.19, 0.22, -0.12], [0.04, -0.02, -0.06], [-0.05, -0.11, 0.41], [0.15, 0.32, 0.65], [-0.08, 0.00, 0.19], [-0.15, 0.11, 0.03], [-0.18, 0.04, -0.11], [0.08, 0.09, -0.11], [0.12, 0.18, 0.16], [0.50, -1.26, -1.13]]}

***

# 4
{"formula": "C7H14N", "method": "ωB97M-V/def2-TZVPD", "homo_lumo_gap_ev": 8.600, "total_energy_ev": -8967.5718, "total_charge": 1, "homo_energy_ev": -13.749, "lumo_ev": -5.149, "mol_weight_da": 112.2, "spin_multiplicity": 1, "e_above_lowest_kj_mol": 145.3, "symbols": ["C", "C", "C", "C", "H", "H", "H", "H", "H", "H", "H", "H", "C", "C", "C", "N", "H", "H", "H", "H", "H", "H"], "xyz": [[3.119656, 0.804479, 0.194681], [1.646487, 0.515159, 0.474167], [1.378398, -0.965229, 0.476089], [0.918204, -1.631654, 1.523739], [3.467147, 0.269349, -0.687878], [3.302821, 1.871952, 0.074252], [3.709061, 0.468309, 1.049814], [1.012120, 1.083404, -0.226894], [1.388958, 0.926809, 1.454474], [1.573971, -1.501593, -0.448301], [0.847169, -2.709424, 1.576728], [0.715371, -1.114182, 2.458148], [-2.287214, 0.558163, -1.261046], [-1.622194, 0.750374, -2.379518], [-2.142461, -0.200063, 1.009855], [-1.612182, 0.043510, -0.117491], [-3.328234, 0.792089, -1.110498], [-0.566680, 0.515545, -2.445219], [-2.118708, 1.122475, -3.259605], [-1.537750, -0.640063, 1.790301], [-3.184978, 0.047644, 1.160697], [-0.612737, -0.165736, -0.242633]], "atomic_forces_ev_per_a": [[0.06, 0.01, 0.20], [-0.06, 0.30, 0.27], [-0.42, 0.26, -0.39], [0.13, -0.08, 0.57], [0.04, 0.09, -0.07], [-0.03, -0.05, -0.10], [0.05, -0.04, -0.12], [0.18, -0.26, -0.20], [-0.02, -0.07, 0.05], [0.25, -0.06, 0.00], [-0.16, -0.04, -0.29], [0.09, 0.05, 0.01], [-0.05, 0.21, 0.26], [0.25, -0.14, -0.12], [-0.09, 0.09, 0.06], [0.05, -0.05, -0.30], [-0.13, -0.07, 0.04], [0.02, 0.02, -0.11], [-0.03, 0.09, -0.06], [0.06, 0.02, 0.02], [-0.05, -0.09, 0.04], [-0.11, -0.19, 0.23]]}